# 1
Molecular formula: C37H43N4O2P2Si2Sn
Method: DFT, ωB97M-V/def2-TZVPD

Structure (XYZ):
```
91
Properties=species:S:1:pos:R:3
Sn -0.76169 -1.88292 -0.53032
C -1.24174 1.42515 -4.48582
Si -1.01370 -0.09900 -3.44531
C -2.53934 -1.16360 -3.52916
C 0.46167 -1.06532 -4.06006
N -0.78202 0.23512 -1.72847
P 0.01707 1.46651 -1.13865
C 0.50677 1.50639 0.59837
P -0.28673 0.74216 1.96930
N -1.21984 -0.49802 1.84842
Si -2.01597 -1.41193 3.10829
C -0.79349 -2.63068 3.81336
C -2.68323 -0.33757 4.47681
C -3.39880 -2.32138 2.25500
C -1.10286 2.36724 2.08812
C -2.47674 2.41814 1.83879
C -3.15694 3.60627 2.04189
C -2.46660 4.73740 2.46711
C -1.09633 4.69058 2.70046
C -0.40489 3.50845 2.50251
C 0.94347 0.60251 3.27493
C 0.73681 1.11847 4.54891
C 1.63692 0.82301 5.56478
C 2.73978 0.02151 5.30808
C 2.95326 -0.49079 4.03365
C 2.05222 -0.20736 3.02068
C -0.90221 3.02091 -1.14723
C -2.26381 2.96998 -1.43834
C -3.00612 4.14153 -1.44811
C -2.39421 5.35091 -1.14661
C -1.03948 5.39952 -0.83754
C -0.28749 4.23501 -0.83309
C 1.59691 1.70827 -1.97136
C 1.81122 2.70441 -2.91752
C 3.00181 2.72899 -3.63385
C 3.97732 1.77036 -3.39992
C 3.77063 0.77803 -2.44875
C 2.58047 0.74185 -1.74421
H -1.52560 1.12853 -5.50024
H -0.31584 2.00114 -4.55786
H -2.02335 2.08351 -4.10025
H -2.68247 -1.55271 -4.54114
H -3.43545 -0.59964 -3.25571
H -2.47500 -2.03247 -2.86719
H 0.21709 -1.63291 -4.96345
H 0.80642 -1.77950 -3.30392
H 1.30201 -0.40408 -4.29340
H 0.00662 -2.11611 4.35322
H -0.33145 -3.22657 3.02162
H -1.27472 -3.32839 4.50569
H -1.88908 -0.03483 5.16448
H -3.42813 -0.89258 5.05548
H -3.16645 0.56559 4.09447
H -3.02923 -2.88231 1.39100
H -4.17026 -1.63061 1.90165
H -3.87522 -3.03940 2.92950
H -2.99049 1.52436 1.50566
H -4.22554 3.65175 1.87666
H -3.00174 5.66805 2.61115
H -0.57023 5.57605 3.03310
H 0.66363 3.45834 2.66870
H -0.12048 1.75040 4.74853
H 1.47394 1.21924 6.55921
H 3.43787 -0.20518 6.10356
H 3.81783 -1.11089 3.83346
H 2.20702 -0.62327 2.03024
H -2.72506 2.01401 -1.65585
H -4.06016 4.11221 -1.69291
H -2.97786 6.26303 -1.14478
H -0.56992 6.34614 -0.60263
H 0.76746 4.26291 -0.58740
H 1.05718 3.46094 -3.09625
H 3.16337 3.49811 -4.37822
H 4.90364 1.79618 -3.95916
H 4.53306 0.03122 -2.26608
H 2.40953 -0.04962 -1.01945
O -1.36058 -3.81064 -1.51823
N -0.48338 -4.71670 -1.74654
N 0.68153 -4.40700 -1.36925
O 0.95728 -3.25137 -0.79360
C 1.77111 -5.34317 -1.57685
C 1.52359 -6.59965 -2.11211
C 2.58982 -7.46059 -2.30255
C 3.88063 -7.07333 -1.96198
C 4.10314 -5.81794 -1.41944
C 3.04476 -4.94115 -1.22262
H 0.51671 -6.89349 -2.37120
H 2.40897 -8.44313 -2.71702
H 4.70894 -7.75015 -2.12184
H 5.10343 -5.51324 -1.14266
H 3.19896 -3.95918 -0.80075
```

Summary:
Spin multiplicity: 1
DFT total energy, hartree: -3280.973135
Kohn-Sham gap, eV: 5.93
Net charge: +1
Molar mass, g mol⁻¹: 812.61
HOMO level, eV: -10.6
Relative energy (zero: lowest compared OMol25 entry of this formula, charge and spin), eV: 3.859
E_LUMO, eV: -4.7

***

# 2
Molecular formula: C16H9F4N3O2
Method: DFT, ωB97M-V/def2-TZVPD

Structure (XYZ):
```
34
Properties=species:S:1:pos:R:3
O -4.19373 -1.87084 1.45977
N -3.48358 -1.56631 2.44597
O -3.80034 -1.88032 3.60031
C -2.32621 -0.82341 2.12529
C -1.95768 -0.31893 0.89492
N -0.78044 0.37363 1.04858
C 0.26191 0.84060 0.01639
C 1.71365 0.34142 0.33978
C 2.03250 -0.97980 0.08656
C 3.20733 -1.52024 0.61745
F 3.53651 -2.82466 0.31155
C 4.15031 -0.75830 1.28352
C 3.80823 0.56742 1.51879
F 4.68207 1.38292 2.20131
C 2.66897 1.16273 0.95063
C -0.29558 0.77950 -1.44341
C -1.10999 1.82896 -1.88400
C -2.10669 1.55647 -2.81572
F -2.96966 2.56379 -3.17756
C -2.17873 0.33097 -3.48166
C -1.20921 -0.60495 -3.14471
F -1.26588 -1.83405 -3.77461
C -0.14465 -0.32160 -2.29797
C -0.52507 0.31022 2.45209
N -1.41674 -0.44137 3.09922
H -2.51209 -0.41522 -0.01510
H 0.25592 1.92270 0.29244
H 1.33431 -1.62820 -0.43548
H 5.12212 -1.14115 1.56337
H 2.49471 2.22635 1.04965
H -1.07805 2.78812 -1.37885
H -2.90058 0.15560 -4.26177
H 0.68102 -1.02471 -2.22987
H 0.30536 0.82265 2.98312
```

Summary:
SMILES string: O=[N+]([O-])c1cn(C(c2cc(F)cc(F)c2)c2cc(F)cc(F)c2)cn1
Spin multiplicity: 1
DFT total energy, hartree: -1329.175141
Kohn-Sham gap, eV: 9.34
Molar mass, g mol⁻¹: 351.26
HOMO level, eV: -9.8
Relative energy (zero: lowest compared OMol25 entry of this formula, charge and spin), eV: 0.000
E_LUMO, eV: -0.4

***

# 3
Molecular formula: C4H12
Method: DFT, ωB97M-V/def2-TZVPD

Structure (XYZ):
```
16
Properties=species:S:1:pos:R:3
C 0.30477 -2.04502 -0.09971
C -0.17795 -2.35328 -1.50596
H -0.37597 -2.60342 0.57467
H 1.31611 -2.47377 -0.00982
H 0.06884 -1.07798 0.36364
H -0.15700 -3.45433 -1.63596
H 0.51151 -2.03022 -2.31636
H -1.15480 -2.13348 -1.95642
C 0.60854 1.89516 0.66500
C -0.69817 2.63402 0.97130
H 1.36573 1.65005 1.44170
H 0.41493 0.85489 0.48428
H 1.14906 2.05446 -0.27531
H -0.71881 3.15460 1.93358
H -1.41433 1.80661 1.05391
H -1.02917 3.28684 0.17362
```

Summary:
Spin multiplicity: 2
DFT total energy, hartree: -159.490337
Kohn-Sham gap (alpha / beta), eV: 2.82 / 11.49
Net charge: -1
Molar mass, g mol⁻¹: 60.14
HOMO level (alpha / beta), eV: 1.5 / -7.1
Relative energy (zero: lowest compared OMol25 entry of this formula, charge and spin), eV: 1.083
E_LUMO (alpha / beta), eV: 4.3 / 4.3

***

Question: Which of these has the highest spin multiplicity?
Answer: C4H12

***

Question: What is the DFT total energy in the first record?
Answer: -3280.973135 hartree

***

Question: Which formula does entry 1 have?
Answer: C37H43N4O2P2Si2Sn